The following is a quantum chemistry calculation of a molecular structure, C11H25F6NNaNiO14S5, from OMol25.

XYZ file:
```
64
Properties=species:S:1:pos:R:3
Ni 0.495 -0.574 -0.348
S 1.369 -3.651 -0.877
S 0.666 3.126 -0.247
S -2.694 0.337 -0.601
S -0.994 -3.260 0.353
S 3.350 0.030 1.291
Na -1.986 -0.528 2.690
F 1.164 -2.880 -3.383
F -3.332 -3.912 -0.671
F 3.010 -3.945 -2.917
F 2.805 -1.926 -2.282
F -1.812 -3.570 -2.148
F -1.852 -5.410 -1.046
O 4.872 -0.260 0.891
O -0.070 -0.104 1.460
O -0.461 -4.347 1.147
O 2.550 -0.346 0.128
O 2.438 -3.599 0.092
O -1.371 0.016 -1.033
O -0.815 3.484 -0.815
O -1.909 -2.357 0.993
O 3.182 1.349 1.831
O -3.528 -0.947 -0.947
O -2.973 0.799 0.745
O 1.513 4.195 -0.704
O 0.907 1.772 -0.641
O 0.896 -4.947 -1.250
N 0.262 -2.495 -0.595
C 3.006 -1.179 2.586
C -5.591 -1.631 -1.944
C -1.265 4.860 -0.748
C 5.863 0.018 1.901
C 7.209 -0.269 1.268
C 2.128 -3.064 -2.497
C -2.061 -4.134 -0.972
C -3.336 1.511 -1.827
C -4.975 -0.896 -0.762
C 0.394 3.297 1.477
C -2.483 4.969 0.133
H 7.422 0.505 0.527
H 2.056 -0.872 3.027
H 1.198 2.737 1.955
H -2.566 2.267 -1.981
H 7.982 -0.173 2.034
H -3.074 5.866 -0.070
H 5.879 1.008 2.358
H 0.056 0.615 2.060
H -0.474 5.530 -0.421
H -5.227 -1.401 0.171
H -3.579 0.975 -2.737
H -5.327 0.128 -0.641
H -5.640 -2.694 -1.731
H -2.240 5.050 1.197
H -4.147 2.086 -1.384
H -3.244 4.187 0.071
H 0.440 4.358 1.716
H 7.358 -1.219 0.762
H -1.568 5.086 -1.770
H -0.601 2.970 1.767
H 3.669 -1.045 3.440
H -6.585 -1.226 -2.141
H 2.954 -2.178 2.161
H -5.020 -1.438 -2.851
H 5.709 -0.655 2.749
```

Results
charge: +1
<S²>: 2.004
2S+1: 3
energy: -5802.767384 Eh



The following is a quantum chemistry calculation of 3 unconnected molecules or ions with the total composition C11H25FN3O4S, from OMol25.

XYZ file:
```
45
Properties=species:S:1:pos:R:3
S 1.262 1.940 -1.804
F 1.146 3.473 -1.608
O -3.336 -1.508 0.087
O 2.490 1.672 -2.411
O 1.017 1.249 -0.604
O 2.580 -2.881 1.020
N -2.221 -1.713 2.057
N -1.037 2.546 -3.245
N 3.685 -1.047 1.765
C -1.848 0.040 -2.030
C -0.515 0.108 -2.814
C 3.602 -2.341 1.406
C -2.114 2.544 -2.172
C 2.476 -0.248 1.688
C 0.019 1.504 -3.068
C -3.115 -0.786 2.733
C 4.922 -0.439 2.216
C -2.435 -1.985 0.766
C -2.056 1.336 -1.252
C -1.128 -2.317 2.801
H -1.524 -2.890 3.641
H -2.088 3.463 -1.600
H -3.042 1.275 -0.798
H -1.706 -2.702 0.351
H -3.087 0.185 2.238
H 1.710 -0.685 2.332
H 5.196 0.385 1.555
H -2.810 -0.674 3.770
H -4.138 -1.160 2.693
H -1.457 2.484 -4.173
H -0.554 -2.982 2.159
H -2.657 -0.038 -2.750
H 2.108 -0.249 0.667
H -0.573 3.458 -3.201
H -3.070 2.527 -2.681
H 0.254 -0.471 -2.316
H -1.837 -0.779 -1.331
H 4.800 -0.054 3.231
H 4.559 -2.881 1.491
H 5.724 -1.174 2.214
H -0.466 -1.538 3.183
H 2.678 0.772 2.002
H -1.358 1.464 -0.432
H 0.587 1.470 -3.989
H -0.643 -0.354 -3.789
```

Results
charge: +1
2S+1: 1
energy: -1397.139282 Eh



The following is a quantum chemistry calculation of a molecular structure, C11H25N3O3P2Tb, from OMol25.

XYZ file:
```
45
Properties=species:S:1:pos:R:3
Tb -0.853 -0.154 -0.088
P -1.186 0.062 -3.004
P -0.820 -2.655 1.412
O -2.914 0.450 1.222
O 0.592 -1.523 -0.989
O -2.017 1.940 -0.180
N -4.891 1.747 1.883
N 0.777 0.027 1.631
N 0.754 1.377 -0.785
C -2.850 1.629 0.724
C 1.263 -0.953 2.314
C -3.863 2.616 1.241
C 0.766 1.863 -2.025
C 1.750 1.864 0.171
C 0.713 -2.350 2.476
C 2.629 -2.770 -0.642
C 1.575 1.295 1.573
C -0.014 1.426 -3.108
C 1.983 -1.485 -1.126
C 2.409 -1.151 -2.543
H -2.197 0.709 -3.775
H 2.204 -3.626 -1.176
H 3.500 -1.089 -2.605
H 2.356 -0.668 -0.472
H 0.109 1.980 -4.041
H 1.457 2.705 -2.254
H -0.575 -0.698 -4.057
H 1.685 2.964 0.234
H -0.405 -3.905 0.881
H 3.710 -2.758 -0.828
H 2.476 -2.905 0.432
H 1.500 -3.079 2.215
H 0.416 -2.521 3.527
H -5.512 1.354 1.161
H 2.782 1.624 -0.156
H -4.305 3.196 0.430
H -5.492 2.263 2.524
H 1.991 -0.200 -2.874
H 2.187 -0.810 2.898
H -3.441 3.284 1.992
H 1.097 2.055 2.212
H -1.579 -3.241 2.453
H 2.570 1.082 1.997
H -4.402 0.962 2.355
H 2.067 -1.934 -3.230
```

Results
charge: +2
<S²>: 16.458
2S+1: 8
energy above the lowest of the compared OMol25 structures with the same formula, charge and spin: 0.000 eV



The following is a quantum chemistry calculation of a gas-phase ion, C11H25NOP (charge +1), from OMol25.

XYZ file:
```
39
Properties=species:S:1:pos:R:3
P -2.851 0.589 2.637
O -2.607 -0.507 3.594
N -2.307 -1.966 -0.295
C 0.602 1.638 -1.622
C 1.436 1.923 -0.363
C -0.935 -0.495 -1.722
C 2.794 -0.109 0.514
C 4.186 -0.714 0.617
C 0.390 0.188 -2.096
C -2.393 0.133 0.929
C -3.275 -0.997 0.383
C -0.954 -1.256 -0.403
C -0.984 -0.479 0.902
C 2.785 1.196 -0.281
H -0.167 0.223 1.022
H 3.162 1.012 -1.293
H -2.643 -2.281 -1.205
H -2.446 1.015 0.289
H -0.375 2.124 -1.526
H 1.098 2.160 -2.442
H -4.014 -0.663 -0.340
H -4.186 1.013 2.492
H 2.409 0.091 1.520
H -1.157 -1.233 -2.500
H 4.864 -0.050 1.156
H 4.171 -1.668 1.144
H 1.232 -0.446 -1.809
H 0.404 0.203 -3.186
H -2.161 1.801 2.815
H -0.908 -1.189 1.733
H -0.182 -2.027 -0.427
H 2.116 -0.843 0.064
H 1.625 2.998 -0.371
H -3.773 -1.564 1.168
H 0.865 1.753 0.555
H 4.612 -0.883 -0.374
H -1.746 0.241 -1.759
H 3.516 1.861 0.185
H -2.206 -2.791 0.297
```

Results
SMILES string: CCCCCCC[C@H]1C[C@H]([PH2]=O)C[NH2+]1
charge: +1
2S+1: 1
energy: -905.248541 Eh